# 1
Entry from the Open Molecules 2025 dataset: a molecular structure, C25H40N3O5P2Sn at a distorted geometry (ωB97M-V/def2-TZVPD).

The geometry in XYZ format:
```
76
Properties=species:S:1:pos:R:3:mulliken_charge:R:1
C 1.57 -3.56 -2.26 -0.86
C 1.13 -2.30 -1.82 0.22
N -0.16 -2.06 -1.54 0.25
C -1.02 -3.09 -1.48 0.49
C -0.62 -4.38 -1.78 -0.68
C 0.68 -4.63 -2.20 -0.64
C 2.24 -1.31 -1.56 -1.32
P 2.25 0.45 -0.95 0.84
Sn -0.94 0.11 -0.99 0.94
P -3.05 -1.22 -0.66 1.06
C -2.43 -2.91 -0.93 -1.36
C -1.78 2.01 -0.10 0.36
C -2.05 2.06 1.26 0.14
C -2.53 3.24 1.83 -0.89
C -2.77 4.37 1.03 -0.71
C -2.56 4.29 -0.35 -0.55
C -2.10 3.08 -0.93 -0.79
O 0.64 0.18 -6.82 -0.61
O -1.45 0.74 -2.85 -0.23
H 2.61 -3.68 -2.54 0.52
H -1.35 -5.18 -1.63 0.51
H 1.01 -5.63 -2.45 0.44
C 4.01 0.53 -0.52 -1.59
C 2.04 1.72 -2.20 -1.12
H -3.15 -3.39 -1.63 0.56
H -2.50 -3.43 0.04 0.51
H 2.78 -1.22 -2.51 0.68
H 2.92 -1.85 -0.84 0.51
C -3.81 -1.16 0.97 -1.38
C -4.36 -0.95 -1.88 -1.48
H -1.93 1.17 1.88 0.36
H -2.72 3.27 2.90 0.43
H -3.13 5.29 1.48 0.38
H -2.76 5.15 -0.99 0.40
H -2.00 3.00 -2.01 0.47
H -1.76 1.92 -4.89 -0.42
H -2.00 0.11 -3.35 0.07
H 1.13 0.64 -6.13 0.31
H 0.85 -0.77 -6.67 0.30
H -1.70 1.99 -5.65 0.33
H 4.57 0.91 -1.38 0.57
H 4.13 1.22 0.32 0.39
H 4.41 -0.46 -0.24 0.38
H 3.05 2.06 -2.50 0.55
H 1.50 1.34 -3.07 0.27
H 1.51 2.58 -1.74 0.26
H -5.08 -1.78 -1.79 0.49
H -4.84 0.01 -1.66 0.38
H -3.93 -0.93 -2.90 0.36
H -4.78 -1.67 0.91 0.44
H -3.16 -1.66 1.71 0.37
H -3.95 -0.11 1.26 0.35
C 3.92 -0.49 2.97 -1.18
C 2.56 -0.75 3.61 -1.29
C 1.47 0.26 3.17 3.19
C 0.15 0.10 3.96 -0.44
C -0.36 -1.33 4.06 -1.24
C 1.93 1.70 3.35 -0.76
O 2.70 2.12 4.22 -0.59
N 1.33 2.58 2.44 0.13
C 1.47 2.33 1.07 0.01
O 1.33 3.21 0.24 -0.62
N 1.73 0.98 0.78 1.02
C 1.22 0.06 1.68 -1.44
O 0.58 -0.93 1.26 -0.56
H 3.89 -0.63 1.88 0.06
H 4.65 -1.21 3.38 0.52
H 4.26 0.53 3.21 0.28
H 2.21 -1.76 3.35 0.43
H 2.64 -0.71 4.71 0.47
H 0.32 0.51 4.98 0.43
H -0.61 0.75 3.49 0.01
H 0.33 -1.94 4.65 0.34
H -1.34 -1.32 4.55 0.46
H -0.45 -1.76 3.06 0.16
H 1.39 3.56 2.68 0.39
```

Summary:
net charge: +1
ΔE to the lowest compared entry with this formula, charge and spin: 0.0 kJ/mol
gap between HOMO and LUMO: 6.142 eV
E_HOMO: -8.80 eV

---

# 2
Entry from the Open Molecules 2025 dataset: a molecular structure, C25H41AsBaN2OSSi3 (ωB97M-V/def2-TZVPD).

The geometry in XYZ format:
```
75
Properties=species:S:1:pos:R:3:mulliken_charge:R:1
Ba 0.62 1.40 -1.97 1.70
N 1.96 -2.35 -3.94 -0.22
C 1.17 -1.26 -3.85 0.62
O 0.44 -1.11 -2.85 -0.69
C 1.29 -0.24 -4.93 -0.26
C 2.07 0.94 -4.30 -1.42
H 1.99 -3.01 -3.19 0.05
H 2.58 -2.46 -4.73 0.20
H 0.27 0.06 -5.19 0.18
H 1.72 -0.69 -5.84 0.36
H 2.00 1.80 -4.99 0.21
H 3.13 0.67 -4.27 0.13
S -2.96 5.06 0.16 -0.43
C -2.90 3.89 1.42 1.12
C -3.57 3.88 2.64 -0.58
C -3.32 2.84 3.52 -0.94
C -2.42 1.83 3.17 -1.13
C -1.77 1.83 1.96 0.69
C -2.00 2.87 1.06 -1.44
N -1.41 3.02 -0.19 -0.05
C -1.80 4.12 -0.76 -0.10
C -1.34 4.61 -2.07 1.79
C -1.88 5.80 -2.57 -0.66
C -1.44 6.30 -3.79 -0.68
C -0.47 5.60 -4.49 -0.72
C 0.04 4.41 -3.97 -0.27
C -0.37 3.86 -2.75 -0.95
H -4.25 4.67 2.90 0.41
H -3.82 2.81 4.47 0.40
H -2.24 1.03 3.89 0.25
H -1.07 1.05 1.69 0.91
H -2.64 6.36 -2.03 0.31
H -1.85 7.22 -4.18 0.38
H -0.12 5.98 -5.44 0.38
H 0.79 3.89 -4.57 0.28
C 1.25 -1.99 4.23 -1.11
Si 1.64 -0.81 2.83 0.23
C 3.48 -0.89 2.51 -1.14
C 1.24 0.93 3.39 -0.95
As 0.55 -1.26 0.77 0.16
Si -1.67 -1.99 1.19 0.38
C -1.99 -3.74 0.63 -1.16
C -2.10 -1.93 3.01 -0.71
C -2.80 -0.86 0.21 -0.92
Si 1.73 -3.19 0.09 0.53
C 3.34 -2.59 -0.67 -1.14
C 0.80 -4.12 -1.24 -1.33
C 2.08 -4.38 1.49 -1.10
H 1.93 -1.77 5.06 0.41
H 1.39 -3.04 3.95 0.29
H 0.23 -1.87 4.61 0.33
H 3.99 -0.50 3.40 0.41
H 3.79 -0.28 1.66 0.30
H 3.84 -1.91 2.36 0.29
H 1.97 1.21 4.16 0.45
H 0.25 1.02 3.82 0.16
H 1.31 1.66 2.58 0.24
H -1.34 -4.47 1.11 0.25
H -1.90 -3.86 -0.45 0.28
H -3.02 -3.98 0.90 0.44
H -1.56 -2.70 3.57 0.32
H -3.17 -2.12 3.12 0.41
H -1.89 -0.96 3.46 -0.11
H -2.32 -0.45 -0.68 0.17
H -3.15 -0.01 0.82 0.29
H -3.68 -1.42 -0.12 0.46
H 3.16 -1.77 -1.38 0.20
H 3.81 -3.41 -1.22 0.36
H 4.06 -2.24 0.07 0.35
H 0.22 -3.46 -1.89 0.24
H 0.13 -4.87 -0.82 0.45
H 1.52 -4.67 -1.86 0.52
H 2.75 -3.97 2.25 0.27
H 2.55 -5.29 1.09 0.44
H 1.15 -4.68 1.98 0.26
```

Summary:
net charge: 0
ΔE to the lowest compared entry with this formula, charge and spin: 37.7 kJ/mol
gap between HOMO and LUMO: 6.761 eV
E_HOMO: -6.60 eV